A structure of composition C18H22F4MnN2O7P2S2, computed with ωB97M-V with the def2-TZVPD basis set.

Geometry as XYZ:
```
58
Properties=species:S:1:pos:R:3
Mn 0.192 -0.002 -0.187
C -1.962 2.650 0.277
N -0.645 2.265 0.762
C -0.698 2.162 2.217
C 0.336 3.253 0.332
C 1.764 2.767 0.410
N 1.893 1.591 -0.420
C 3.102 1.068 -0.620
C 3.231 -0.038 -1.514
F 2.108 -0.477 -2.113
C 4.412 -0.656 -1.804
F 4.417 -1.688 -2.677
C 5.618 -0.244 -1.251
C 5.537 0.832 -0.395
F 6.677 1.292 0.182
C 4.358 1.474 -0.092
F 4.440 2.523 0.773
H -2.283 3.607 0.722
H -2.691 1.882 0.518
H -1.924 2.767 -0.806
H -1.073 3.106 2.651
H 0.279 1.931 2.628
H -1.363 1.345 2.495
H 0.215 4.183 0.915
H 0.130 3.482 -0.717
H 2.059 2.594 1.454
H 2.383 3.594 0.040
H 6.551 -0.739 -1.470
S 1.427 -0.459 2.029
C 0.976 -2.107 2.424
C 1.100 -2.567 3.746
C 0.756 -3.861 4.116
C 0.263 -4.736 3.154
C 0.143 -4.305 1.840
C 0.506 -3.014 1.441
S 0.458 -2.597 -0.263
H 1.477 -1.867 4.484
H 0.872 -4.180 5.146
H -0.028 -5.747 3.424
H -0.237 -4.982 1.081
C -3.915 1.139 -2.517
C -3.487 -0.286 -2.206
O -4.331 -1.203 -2.895
P -1.740 -0.546 -2.723
O -1.427 -2.061 -2.452
O -1.850 -0.497 -4.331
O -0.744 0.463 -2.249
P -3.458 -0.747 -0.405
O -4.525 0.329 0.240
O -4.033 -2.118 -0.331
O -2.082 -0.427 0.095
H -4.009 1.255 -3.599
H -3.174 1.847 -2.150
H -4.873 1.352 -2.043
H -4.402 -1.971 -2.300
H -1.079 -2.306 -1.534
H -0.957 -0.352 -4.677
H -4.692 0.030 1.146
```

Output
LUMO level (alpha / beta): 0.17522 / 0.17506 hartree
2S+1: 6
Orbital gap (alpha / beta): 5.9 / 5.9 eV
Largest force on an atom: 0.57 eV/Å
Charge: -2

***

A structure of composition C18H22IN3OPbS6, computed with ωB97M-V with the def2-TZVPD basis set.

Geometry as XYZ:
```
52
Properties=species:S:1:pos:R:3
Pb -0.018 0.337 -0.929
C -3.509 -1.623 1.069
C -4.227 -0.311 0.809
S -3.147 1.126 0.471
C -2.812 1.839 2.120
C -2.007 0.989 3.083
S -0.322 0.616 2.449
C -0.154 -1.095 3.096
C 1.039 -1.816 2.502
S 1.152 -1.891 0.669
C 0.124 -3.338 0.195
C -1.349 -3.353 0.551
S -2.312 -2.018 -0.270
H -4.239 -2.432 1.112
H -2.958 -1.597 2.006
H -4.867 -0.060 1.654
H -4.838 -0.401 -0.088
H -3.768 2.103 2.576
H -2.262 2.751 1.887
H -2.512 0.048 3.300
H -1.886 1.545 4.016
H -1.086 -1.624 2.898
H -0.014 -1.030 4.177
H 1.070 -2.845 2.860
H 1.962 -1.314 2.794
H 0.609 -4.213 0.630
H 0.239 -3.364 -0.891
H -1.516 -3.290 1.625
H -1.755 -4.303 0.197
S 0.119 -1.532 -2.714
C 1.655 -1.270 -3.513
C 2.055 -2.227 -4.441
C 3.249 -2.105 -5.137
C 3.619 -3.069 -6.097
N 3.912 -3.846 -6.888
C 4.079 -0.989 -4.906
C 3.685 -0.041 -3.973
C 2.487 -0.163 -3.277
S 2.122 1.118 -2.139
C 5.304 -0.830 -5.587
N 6.308 -0.665 -6.118
H 1.414 -3.080 -4.610
H 4.310 0.818 -3.780
N 3.554 1.580 0.535
C 2.605 2.335 1.097
O 1.418 2.241 0.842
C 3.100 3.318 2.144
I 3.794 2.228 3.862
H 3.295 1.032 -0.281
H 4.532 1.733 0.713
H 2.289 3.955 2.485
H 3.932 3.921 1.788
```

Output
LUMO level: -0.00645 hartree
Orbital gap: 7.6 eV
Relative energy (zero: lowest compared OMol25 entry of this formula, charge and spin): 0.0 kcal per mole
Largest force on an atom: 1.09 eV/Å
Charge: 0

***

The molecule C18H22N2O, computed with ωB97M-V with the def2-TZVPD basis set.

Geometry as XYZ:
```
43
Properties=species:S:1:pos:R:3
C -7.583 -0.545 -0.654
C -7.161 -0.034 0.719
C -6.366 1.272 0.658
C -5.044 1.186 -0.101
C -4.045 0.224 0.537
C -2.688 0.303 -0.147
O -2.451 1.030 -1.083
N -1.779 -0.545 0.425
C -0.438 -0.759 0.092
C 0.208 -0.075 -0.934
C 1.536 -0.340 -1.206
C 2.250 -1.283 -0.478
C 3.708 -1.524 -0.771
C 4.510 -0.365 -0.243
C 5.056 0.591 -1.089
C 5.753 1.654 -0.536
N 5.928 1.814 0.764
C 5.406 0.906 1.571
C 4.692 -0.193 1.125
C 1.600 -1.958 0.546
C 0.273 -1.703 0.829
H -8.228 -1.415 -0.551
H -6.720 -0.833 -1.249
H -8.131 0.225 -1.193
H -8.057 0.143 1.319
H -6.578 -0.802 1.231
H -6.166 1.605 1.680
H -6.986 2.034 0.181
H -5.218 0.885 -1.134
H -4.589 2.178 -0.131
H -4.405 -0.805 0.466
H -3.918 0.467 1.596
H -2.108 -1.103 1.201
H -0.333 0.657 -1.509
H 2.027 0.200 -2.002
H 4.034 -2.447 -0.287
H 3.862 -1.619 -1.848
H 4.947 0.509 -2.160
H 6.194 2.417 -1.164
H 5.571 1.072 2.628
H 4.283 -0.904 1.826
H 2.133 -2.698 1.128
H -0.219 -2.241 1.628
```

Output
LUMO level: 0.02302 hartree
Orbital gap: 9.0 eV
SMILES: CCCCCC(=O)Nc1ccc(Cc2ccncc2)cc1
Relative energy (zero: lowest compared OMol25 entry of this formula, charge and spin): 14.0 kcal per mole
Largest force on an atom: 0.55 eV/Å
Charge: 0

***

Question: Which value of largest force on an atom does entry 1 give?
Answer: 0.57 eV/Å

***

Question: Which value of charge does entry 2 give?
Answer: 0

***

Question: What is the largest force on an atom in the third record?
Answer: 0.55 eV/Å

***

Copy entry 2 word for word.
A structure of composition C18H22IN3OPbS6, computed with ωB97M-V with the def2-TZVPD basis set.

Geometry as XYZ:
```
52
Properties=species:S:1:pos:R:3
Pb -0.018 0.337 -0.929
C -3.509 -1.623 1.069
C -4.227 -0.311 0.809
S -3.147 1.126 0.471
C -2.812 1.839 2.120
C -2.007 0.989 3.083
S -0.322 0.616 2.449
C -0.154 -1.095 3.096
C 1.039 -1.816 2.502
S 1.152 -1.891 0.669
C 0.124 -3.338 0.195
C -1.349 -3.353 0.551
S -2.312 -2.018 -0.270
H -4.239 -2.432 1.112
H -2.958 -1.597 2.006
H -4.867 -0.060 1.654
H -4.838 -0.401 -0.088
H -3.768 2.103 2.576
H -2.262 2.751 1.887
H -2.512 0.048 3.300
H -1.886 1.545 4.016
H -1.086 -1.624 2.898
H -0.014 -1.030 4.177
H 1.070 -2.845 2.860
H 1.962 -1.314 2.794
H 0.609 -4.213 0.630
H 0.239 -3.364 -0.891
H -1.516 -3.290 1.625
H -1.755 -4.303 0.197
S 0.119 -1.532 -2.714
C 1.655 -1.270 -3.513
C 2.055 -2.227 -4.441
C 3.249 -2.105 -5.137
C 3.619 -3.069 -6.097
N 3.912 -3.846 -6.888
C 4.079 -0.989 -4.906
C 3.685 -0.041 -3.973
C 2.487 -0.163 -3.277
S 2.122 1.118 -2.139
C 5.304 -0.830 -5.587
N 6.308 -0.665 -6.118
H 1.414 -3.080 -4.610
H 4.310 0.818 -3.780
N 3.554 1.580 0.535
C 2.605 2.335 1.097
O 1.418 2.241 0.842
C 3.100 3.318 2.144
I 3.794 2.228 3.862
H 3.295 1.032 -0.281
H 4.532 1.733 0.713
H 2.289 3.955 2.485
H 3.932 3.921 1.788
```

Output
LUMO level: -0.00645 hartree
Orbital gap: 7.6 eV
Relative energy (zero: lowest compared OMol25 entry of this formula, charge and spin): 0.0 kcal per mole
Largest force on an atom: 1.09 eV/Å
Charge: 0